Entry from the OMol25 dataset: the molecule C3H4S2 (the ωB97M-V functional and the def2-TZVPD basis).

Cartesian coordinates (Å):
C  -0.78  1.21  -0.06
C  0.57  1.27  0.15
S  1.57  -0.20  -0.08
C  0.07  -1.23  0.10
S  -1.51  -0.31  -0.03
H  -1.21  2.23  -0.15
H  0.96  2.33  0.27
H  0.00  -2.12  -0.61
H  0.05  -1.74  1.11

Its energy relative to the best compared isomer or geometry (same formula, charge and spin) is 69.0 kJ/mol. Its HOMO-LUMO gap is 8.27 eV. Its SMILES is C1=CSCS1. The net charge is 0. For the max |F|, the calculation gives 4.13 eV Å⁻¹. The value obtained for the LUMO energy is 0.7228 eV. Its highest occupied orbital energy is -7.54 eV. The calculated total energy comes out at -913.03421 a.u.

Atom charges from the Löwdin analysis, given in e for atoms 1 to 8:
1 C -0.605
2 C -0.524
3 S 0.794
4 C -0.756
5 S 0.830
6 H 0.089
7 H 0.081
8 H 0.049